The following is a DFT calculation (ωB97M-V/def2-TZVPD) of a cluster of 5 separate species, C25H44N4O9 in total.

HOMO-LUMO gap = 0.3113 Eh
HOMO = -0.3426 Ha
LUMO level = -0.85 eV

Structure (ORCA input):
```
! RIJCOSX wB97M-V def2-TZVPD def2/J DEFGRID3
* xyz 0 1
C 2.50 -0.20 -2.11
C 1.94 -0.32 -0.70
O 0.64 0.29 -0.60
C 0.53 1.61 -0.63
C 1.48 2.54 -0.42
C 1.08 3.96 -0.46
O 1.89 4.84 -0.66
C -0.35 4.26 -0.20
C -1.31 3.38 -0.44
C -2.77 3.64 -0.14
C -3.66 2.42 -0.10
O -4.96 2.87 0.30
C -5.95 1.92 0.31
O -6.58 1.71 1.30
C -6.20 1.23 -1.03
C -6.18 2.18 -2.22
C -0.86 2.07 -1.00
O -1.52 1.38 -1.74
H 3.59 -0.16 -2.09
H 2.14 0.71 -2.60
H 2.21 -1.06 -2.72
H 1.78 -1.36 -0.43
H 2.61 0.12 0.05
H 2.53 2.31 -0.26
H -0.58 5.25 0.19
H -2.78 4.11 0.85
H -3.20 4.35 -0.85
H -3.70 1.93 -1.07
H -3.31 1.69 0.65
H -7.16 0.73 -0.92
H -5.44 0.45 -1.16
H -6.85 3.03 -2.05
H -6.52 1.66 -3.12
H -5.19 2.59 -2.42
C -1.33 2.39 2.91
O -1.73 3.53 2.77
N -0.04 2.06 3.10
C 0.40 0.69 3.22
C 0.94 3.13 3.14
H -2.00 1.52 2.87
H 0.89 0.52 4.18
H 1.09 0.42 2.42
H -0.47 0.03 3.15
H 0.72 3.82 3.96
H 0.93 3.70 2.22
H 1.93 2.70 3.29
C 2.13 -3.43 -0.87
O 3.17 -2.79 -0.94
N 1.63 -3.91 0.28
C 0.37 -4.62 0.31
C 2.37 -3.68 1.51
H 1.50 -3.64 -1.75
H -0.36 -4.10 0.95
H 0.49 -5.63 0.70
H -0.04 -4.67 -0.70
H 2.52 -2.61 1.66
H 3.35 -4.15 1.47
H 1.81 -4.08 2.35
C 5.44 -2.09 3.09
O 5.15 -3.21 2.73
N 5.80 -1.11 2.24
C 6.14 0.22 2.69
C 5.84 -1.42 0.82
H 5.42 -1.77 4.15
H 5.47 0.97 2.26
H 7.16 0.48 2.41
H 6.05 0.27 3.77
H 4.87 -1.76 0.46
H 6.56 -2.22 0.62
H 6.14 -0.53 0.27
C -1.20 -3.20 -3.65
O -0.14 -2.83 -3.17
N -2.39 -2.67 -3.32
C -3.63 -3.10 -3.93
C -2.41 -1.63 -2.30
H -1.27 -4.00 -4.40
H -4.12 -2.27 -4.45
H -4.32 -3.50 -3.19
H -3.42 -3.88 -4.66
H -1.80 -0.78 -2.60
H -2.00 -2.02 -1.36
H -3.43 -1.30 -2.14
*
```

In the Löwdin picture, each atom carries the following charge in e: C -0.041; C -0.203; O -0.016; C -0.222; C 0.058; C -0.403; O 0.096; C 0.058; C -0.121; C -0.091; C -0.181; O -0.017; C -0.485; O 0.146; C -0.150; C -0.081; C -0.238; O 0.136; H 0.082; H 0.082; H 0.074; H 0.079; H 0.112; H 0.127; H 0.143; H 0.111; H 0.139; H 0.097; H 0.136; H 0.119; H 0.108; H 0.086; H 0.076; H 0.068; C -0.338; O 0.016; N -0.180; C -0.050; C -0.023; H 0.136; H 0.090; H 0.079; H 0.087; H 0.097; H 0.074; H 0.090; C -0.340; O -0.019; N -0.177; C -0.052; C -0.036; H 0.118; H 0.088; H 0.090; H 0.079; H 0.080; H 0.081; H 0.091; C -0.345; O 0.003; N -0.194; C -0.065; C -0.028; H 0.133; H 0.084; H 0.090; H 0.081; H 0.065; H 0.097; H 0.087; C -0.338; O -0.002; N -0.190; C -0.060; C -0.030; H 0.135; H 0.090; H 0.089; H 0.082; H 0.074; H 0.093; H 0.080